Record 1
C32H30ClOSi | ωB97M-V with the def2-TZVPD basis set

Charge: +1
Lowest unoccupied orbital energy (eV): -4.7
Orbital gap (eV): 6.75

Structure (XYZ):
```
65
Properties=species:S:1:pos:R:3:forces:R:3
C 2.20724 1.45575 -1.98237 0.395 0.823 -0.358
C 1.22216 1.11238 -0.94778 1.510 -1.316 1.699
C -0.22448 1.17225 -1.13771 0.475 -1.724 1.584
O 1.71830 0.56866 0.17037 -0.837 1.202 -3.079
Si 1.33261 -1.01233 0.80818 -0.578 -1.588 1.310
C 0.25430 -1.90130 -0.40910 -0.341 -0.374 0.077
C 0.81366 -2.83662 -1.29199 -0.122 0.204 -0.422
C 0.05878 -3.34041 -2.35829 0.018 -0.131 0.077
C -1.27295 -2.95363 -2.52949 0.255 0.131 0.138
C -1.87440 -2.13245 -1.57250 0.001 -0.060 0.384
C -1.13501 -1.67651 -0.47640 -0.066 0.043 -0.457
C 2.87347 -2.00662 1.13406 0.299 0.614 -0.304
C 2.83339 -3.04665 2.07663 0.350 -0.166 -0.082
C 3.95738 -3.85899 2.28114 -0.195 0.238 -0.182
C 5.12964 -3.62914 1.55448 -0.168 0.186 -0.105
C 5.17965 -2.57437 0.63661 -0.185 0.058 0.006
C 4.05693 -1.76153 0.42895 0.331 -0.565 0.247
C 0.46463 -0.76923 2.42043 -0.131 0.287 0.154
C -0.50210 -1.66983 2.90256 -0.064 0.258 0.293
C -1.08100 -1.47489 4.16564 0.174 -0.036 -0.280
C -0.69130 -0.39352 4.95889 0.156 -0.019 -0.335
C 0.29367 0.48202 4.49557 0.158 0.072 -0.197
C 0.87649 0.29354 3.23736 -0.424 -0.099 0.357
H 1.81565 2.13429 -2.75943 -0.040 -0.404 0.419
H 3.10020 1.91943 -1.53585 -0.216 -0.290 -0.039
H 2.53641 0.51718 -2.47972 -0.236 0.286 0.374
H -0.63529 0.73798 -0.21085 0.187 0.138 -0.414
H -0.43962 0.42976 -1.92989 0.168 0.042 0.139
H 1.84086 -3.17577 -1.13298 -0.228 0.223 -0.247
H 0.51682 -4.04242 -3.05593 -0.146 0.166 0.195
H -1.84862 -3.31174 -3.38462 0.195 0.089 0.257
H -2.92301 -1.84388 -1.66300 0.246 -0.232 0.066
H -1.64326 -1.13128 0.32680 0.178 0.070 -0.423
H 1.92734 -3.23125 2.65423 0.199 0.043 -0.113
H 3.91282 -4.67264 3.00560 0.010 0.237 -0.190
H 6.00352 -4.27182 1.70159 -0.349 0.292 -0.043
H 6.09056 -2.38322 0.07347 -0.141 -0.055 0.136
H 4.10533 -0.93660 -0.28133 0.083 -0.168 0.091
H -0.80330 -2.52998 2.29729 0.034 0.298 0.179
H -1.83888 -2.17198 4.52272 0.200 0.176 -0.072
H -1.14789 -0.23315 5.93448 0.113 -0.060 -0.231
H 0.61735 1.32318 5.10758 -0.106 -0.226 -0.074
H 1.65993 0.97091 2.88886 -0.233 -0.082 0.178
Cl -6.49664 1.07310 0.73862 -0.238 -0.167 0.137
C -4.90808 1.36295 0.16020 0.888 0.022 -0.191
C -3.94754 1.92179 1.01234 0.109 0.048 -0.403
C -2.69863 2.27960 0.49735 -0.192 -0.230 -0.078
C -2.40174 2.04220 -0.84975 0.176 0.245 -0.189
C -1.01393 2.40857 -1.43555 -1.417 1.576 -0.704
C -1.11275 2.74258 -2.96253 -0.214 0.101 0.026
C -0.27706 4.01126 -3.20997 -0.279 -0.194 -0.239
C -0.16751 4.60504 -1.83145 0.013 -0.611 0.922
C -0.51165 3.73122 -0.85827 0.458 0.319 -0.709
C -3.31910 1.37187 -1.65591 -0.128 -0.106 0.137
C -4.57327 1.02693 -1.15422 0.176 0.167 0.196
H -4.17270 2.07749 2.06194 -0.074 0.090 -0.162
H -1.95046 2.73094 1.16102 -0.438 -0.212 -0.251
H -0.84617 1.89528 -3.60242 0.050 0.104 0.066
H -2.15167 3.01124 -3.21011 0.348 -0.235 0.228
H 0.70324 3.79735 -3.67259 -0.246 0.235 0.244
H -0.82805 4.65418 -3.90808 0.355 0.049 0.149
H 0.15986 5.63420 -1.68607 -0.017 -0.315 0.162
H -0.49229 3.87468 0.22875 0.099 0.283 -0.604
H -3.05199 1.10673 -2.68859 -0.258 0.138 0.517
H -5.27981 0.49721 -1.77900 -0.102 0.114 0.031
```
Forces are in eV/Å.

=====

Record 2
C32H30N3O3PSn | ωB97M-V with the def2-TZVPD basis set

Charge: +4
Lowest unoccupied orbital energy (spin up / spin down) (eV): -14.9 / -14.9
Orbital gap (spin up / spin down) (eV): 3.92 / 3.90

Structure (XYZ):
```
70
Properties=species:S:1:pos:R:3:forces:R:3
N 3.23916 -1.74625 -3.31874 -0.263 -1.248 -0.501
C 3.25966 -2.74490 -3.91213 0.123 1.070 0.602
C 3.34207 -4.00430 -4.64653 0.052 -0.360 -0.202
H 4.38840 -4.21821 -4.90964 -0.329 0.136 0.068
H 2.74423 -3.97043 -5.56717 0.201 0.111 0.262
H 2.96324 -4.83036 -4.03108 0.101 0.245 -0.107
N -5.39759 1.14470 -2.73643 -1.256 -0.345 0.439
C -6.49438 0.89336 -2.44631 1.588 0.397 -0.446
C -7.86598 0.57950 -2.07249 -0.325 -0.081 0.103
H -8.43560 0.27480 -2.96529 0.219 0.082 0.389
H -8.33897 1.47083 -1.63197 0.151 -0.348 -0.156
H -7.85830 -0.23739 -1.33080 -0.100 0.348 -0.361
N 1.86055 4.28850 0.67999 0.164 1.018 0.876
C 2.18874 5.18480 1.34261 -0.371 -1.439 -1.088
C 2.65278 6.25334 2.19957 0.166 0.346 0.305
H 2.07617 6.24326 3.13129 0.145 0.121 -0.155
H 2.52779 7.22653 1.71325 0.026 -0.198 0.095
H 3.71375 6.09313 2.42525 -0.221 0.114 -0.036
Sn -0.41783 1.60328 -2.66334 1.314 -2.700 4.896
C -1.56870 1.72454 -0.20668 -1.944 -0.389 2.989
O -2.08994 1.50245 0.78159 1.160 0.552 -2.108
C -1.15195 -0.89284 -2.43886 -1.036 -3.732 1.391
O -1.33629 -1.88715 -1.90891 0.537 2.625 -1.428
C -0.27103 1.64581 -5.02797 0.050 -0.171 -1.101
C 0.87581 2.27972 -4.51525 0.501 0.750 -1.493
C 0.74089 3.44284 -3.73219 0.297 1.017 -1.122
C -0.53524 3.93562 -3.44072 -0.009 1.154 -0.420
C -1.68791 3.20194 -3.78374 -0.530 0.760 -1.045
C -1.55867 2.03458 -4.58647 -0.504 0.505 -1.252
H -0.14836 0.80284 -5.71606 -0.144 0.203 0.341
H 1.87520 1.93149 -4.78249 -0.292 -0.022 0.059
H 1.62819 4.00511 -3.44422 -0.172 -0.204 0.143
H -0.62525 4.90870 -2.95600 -0.081 -0.358 0.135
H -2.68144 3.56443 -3.50706 0.231 -0.221 0.027
H -2.45054 1.45686 -4.85655 0.279 0.286 -0.011
O 0.27732 -0.27543 0.23747 0.979 -0.125 0.734
P 0.48957 -1.01034 1.53760 -2.384 0.004 -2.169
C 0.97085 0.11121 2.86767 0.059 1.077 -0.732
C 1.34621 -0.36576 4.13264 0.680 0.385 2.488
C 1.60645 0.53720 5.16765 -0.033 -1.549 -0.203
C 1.47268 1.91064 4.94385 0.258 -0.415 1.507
C 1.16411 2.38654 3.66584 -0.490 0.346 -2.279
C 0.96932 1.49418 2.61929 -0.081 0.485 -0.163
C -1.04031 -1.84963 1.99348 0.420 -0.001 0.537
C -1.92013 -1.28796 2.92542 -0.011 -0.111 0.203
C -3.14930 -1.89678 3.17562 -0.144 0.007 -0.052
C -3.50970 -3.06394 2.49221 0.229 0.228 0.028
C -2.61709 -3.63897 1.58108 0.021 0.164 -0.170
C -1.39268 -3.02535 1.31620 -0.087 -0.211 0.152
C 1.77787 -2.25600 1.38169 0.201 -0.339 0.830
C 1.89335 -3.33953 2.26397 -1.458 1.951 -0.460
C 2.95199 -4.24205 2.11865 1.544 -1.219 -0.449
C 3.87652 -4.07213 1.08464 0.358 0.227 -0.544
C 3.74705 -2.99924 0.19501 1.722 -2.090 0.185
C 2.70144 -2.09601 0.33780 -1.625 1.165 0.441
H 1.44635 -1.43628 4.31442 -0.074 0.291 0.059
H 1.91171 0.16582 6.14762 -0.152 0.152 -0.279
H 1.61461 2.61401 5.76326 0.049 -0.145 -0.105
H 1.07160 3.45789 3.47680 0.081 -0.329 0.066
H 0.80640 1.86735 1.60669 -0.060 -0.102 0.340
H -1.63494 -0.38687 3.47212 -0.202 -0.150 -0.119
H -3.83666 -1.45650 3.90073 0.230 -0.140 -0.234
H -4.48852 -3.51766 2.66008 0.365 0.096 0.030
H -2.88980 -4.55413 1.05431 0.085 0.262 0.147
H -0.71866 -3.46540 0.58284 -0.124 0.026 0.104
H 1.15850 -3.48605 3.05670 0.126 -0.015 -0.178
H 3.04652 -5.07668 2.81457 0.037 0.155 -0.174
H 4.69942 -4.77566 0.96699 -0.196 0.152 0.057
H 4.45118 -2.85905 -0.62504 -0.081 -0.105 0.200
H 2.58415 -1.27258 -0.36832 0.026 -0.152 0.119
```
Forces are in eV/Å.